A structure of composition C31H38N5Re, computed with the ωB97M-V functional and the def2-TZVPD basis.

Cartesian coordinates (Å):
1 H -0.27 -1.66 3.95
2 H 1.14 1.12 6.74
3 H 3.77 -3.13 0.73
4 H 0.83 2.41 -3.41
5 C 0.62 2.38 3.59
6 H 1.87 1.06 -2.95
7 H -4.32 1.45 -1.39
8 C 4.20 0.12 1.57
9 N -2.04 0.42 -0.58
10 C 0.15 3.32 1.03
11 C 4.49 -1.23 1.42
12 C 1.26 -2.45 -0.12
13 H -2.01 -1.53 2.92
14 C -3.54 1.38 -4.70
15 C -0.01 -0.61 4.02
16 H -0.16 1.05 -4.48
17 C 2.34 -1.55 0.42
18 C -1.14 1.12 -4.02
19 C 2.02 -0.19 0.54
20 N 0.03 1.18 -1.92
21 Re 0.02 0.30 -0.04
22 H -0.62 4.78 -0.28
23 H -3.81 -1.45 1.61
24 C -2.32 0.87 -1.79
25 H -3.00 0.89 1.21
26 C -0.13 0.08 2.81
27 H -1.40 -1.91 -2.12
28 H 1.19 3.08 5.45
29 H 0.62 -1.00 -3.08
30 H -2.99 -1.97 0.17
31 H -1.89 1.12 -5.97
32 C -3.62 1.29 -2.19
33 C 0.25 1.48 2.57
34 H 0.79 4.49 -2.19
35 N -0.66 -0.51 1.72
36 H 2.11 -0.92 -2.10
37 N 0.42 -1.69 -1.09
38 H -1.30 -2.78 -0.57
39 H -0.91 3.16 -0.86
40 C 1.18 1.81 -2.56
41 C 1.09 4.00 -1.26
42 H 1.66 -3.35 -0.62
43 C 3.55 -2.07 0.84
44 C 0.44 -0.22 5.27
45 H -5.19 1.77 -3.46
46 H -1.30 -2.54 1.68
47 C -0.76 -2.49 -1.46
48 H 4.93 0.78 2.02
49 C 0.89 2.18 4.93
50 H 0.46 -1.01 6.01
51 H 2.20 2.21 -0.71
52 C -3.06 0.14 0.42
53 C -4.14 1.50 -3.45
54 H 0.61 -2.78 0.69
55 C -0.15 3.80 -0.39
56 C 1.23 -1.50 -2.33
57 C 1.90 2.75 -1.61
58 H 2.79 1.68 1.28
59 H 2.83 3.07 -2.09
60 H 0.74 3.41 3.28
61 N 0.09 1.87 1.29
62 C -1.69 -1.53 1.88
63 H 5.44 -1.62 1.75
64 C 0.84 1.03 5.70
65 C 2.98 0.62 1.14
66 H -0.57 3.79 1.71
67 H -4.18 1.48 -5.56
68 H -4.06 0.20 -0.01
69 C -2.19 1.18 -4.93
70 H 1.74 4.70 -0.75
71 H 1.52 -2.48 -2.71
72 C -1.12 1.09 -2.62
73 C -2.93 -1.27 1.00
74 H -0.44 -3.40 -1.99
75 H 1.14 3.70 1.31

Computed properties:
2S+1: 4
Net charge: +1
HOMO-LUMO gap (alpha / beta) in Eh: 0.2572 / 0.2560